Record 1
Computed, not measured: a cluster of 5 separate species, C44H89IN2O14PSi in total at a distorted geometry, with ωB97M-V/def2-TZVPD.

The geometry in XYZ format:
```
152
Properties=species:S:1:pos:R:3:lowdin_charge:R:1
H -2.7587 4.3812 0.8222 0.1068
C 3.4753 2.3437 0.2393 -0.1787
H 1.8571 3.8648 0.7115 0.1398
C -3.7812 2.6813 -3.1571 -0.0006
O 7.7426 -3.1377 -2.5674 -0.1922
H 4.0316 2.5109 -3.9636 0.0644
H -11.9008 -0.7800 -3.0886 0.1242
H -1.3499 -1.0600 1.9637 0.0775
C 3.0552 -3.7783 -0.5893 -0.2188
C -10.1937 3.0722 -2.8686 -0.1189
H 3.4721 4.8078 6.1566 0.0907
H -1.9764 1.6071 0.9634 0.1110
H 6.0017 -3.8582 -3.3448 0.1195
C 1.7611 -3.5034 -1.6127 -0.2005
H 6.3560 6.2363 4.7966 0.1288
C 7.3821 5.9468 6.6975 -0.1897
H 9.0309 -1.9470 -1.5100 0.0930
H -0.3144 3.8975 0.5387 0.1353
H 5.2959 7.1627 8.9412 0.0907
C 8.1514 -1.8404 -2.1497 -0.1058
H 4.4824 -5.6768 -0.4230 0.0807
H -11.3807 1.9890 -5.3324 0.0813
C 6.0054 6.4205 8.5672 -0.1081
H -4.8987 -6.4842 6.0036 0.0892
H -1.8074 -7.6626 2.8741 0.1272
C -3.8153 -7.3094 3.6471 -0.1931
O 4.1810 1.4941 1.2571 -0.1646
H -7.3366 3.3855 -1.8588 0.0861
O -9.7246 1.7891 -3.2661 -0.2142
C 7.3366 -3.3942 -4.9642 -0.1917
H 4.0533 5.4793 4.6174 0.0799
H 6.2274 -2.1179 -3.5877 0.0998
O 8.2135 -2.3473 -5.3939 -0.1985
H 8.4155 -1.2066 -3.0003 0.0838
H -6.7045 4.1581 -3.5526 0.1057
H -2.8308 -2.7744 0.2028 0.0600
H -9.7342 3.8219 -3.5175 0.0875
H -0.0811 -6.0350 3.3968 0.0843
H 6.5228 -3.4459 -5.6954 0.1208
I 1.4764 -0.6654 0.8785 1.1408
H -3.6762 1.2438 -0.6495 0.0086
H 9.8543 -3.4529 -5.9964 0.0898
H 4.3296 6.3616 6.1505 0.0872
H 3.5447 -1.2839 -4.8756 0.0691
P 2.4260 0.9906 -4.2307 0.9426
C -5.0099 3.2979 -2.2050 -0.1633
H 6.7703 6.2522 9.3320 0.0896
H 6.3040 3.1949 3.7138 0.0854
H 7.8507 -4.3627 -4.9642 0.1278
O 3.1615 2.5498 -4.4584 -0.3529
C -2.9622 3.9102 -0.2559 -0.0185
H -3.4607 -5.5436 5.5010 0.0724
H -12.5817 0.8136 -5.9498 0.0889
O 6.4439 2.5544 1.0506 -0.0125
H -2.2728 -0.3956 -3.7879 0.0356
C -6.5627 3.2849 -2.7519 -0.1113
H 8.3028 6.4382 6.3666 0.1254
C 0.0233 0.7697 -0.0498 -0.5792
O -2.4127 0.4171 3.0628 -0.1573
H -4.6022 -6.5477 3.5921 0.1234
H 0.7597 -3.5462 -1.0077 0.1095
C -3.8115 -6.5085 5.8767 -0.1076
C 0.3404 -0.1258 -2.4023 -0.2728
H -2.8973 -6.8079 1.7696 0.1204
H 2.1200 2.8671 -2.0913 0.1793
C -2.2000 2.7290 -2.6431 -0.0291
H 1.0773 -1.5475 -3.9980 0.1398
H 10.1894 -1.8067 -5.4170 0.0909
C -3.6417 0.0805 -0.5331 -0.1960
H -3.0154 -2.3410 2.7440 0.0815
C 0.7896 -1.6222 -2.8383 -0.1550
H -1.4042 2.3109 -3.3825 0.0647
H -4.5932 -0.3327 -1.1239 0.0731
C -11.4506 0.0874 -3.5832 -0.1934
Si -2.0577 -0.7590 -1.1724 0.4719
H -9.7017 -0.0259 -2.3389 0.1207
H 9.7998 -3.0819 -4.2458 0.0846
C -1.7077 3.3208 -1.2031 -0.1532
H -5.3605 4.3593 -0.0075 0.1024
O 6.6092 6.9351 7.3860 -0.1930
H -6.7985 2.2486 -3.2705 0.0913
H -0.7071 -4.7380 4.4368 0.0858
C -2.5957 -6.9009 2.8180 -0.1938
H 1.7272 2.2657 1.6785 0.1293
H -3.8558 -0.2042 0.6060 0.0603
C -2.6537 -0.5475 4.1778 -0.2642
C 1.7420 0.7816 -2.4203 -0.3730
C 5.4334 2.4643 3.4105 0.0040
C 5.3794 2.1795 1.7655 -0.2917
H -2.1292 -2.3094 -3.3192 0.0493
C -0.9132 1.1683 1.2141 -0.1687
H 4.0404 -3.2409 -0.9754 0.1153
C -0.2463 3.4802 -0.5778 -0.1383
O -2.2505 -0.2821 5.4478 -0.0150
H -3.3503 -6.6904 6.8509 0.0924
C 6.7409 -3.0880 -3.5882 -0.1983
O -3.4526 -7.5756 5.0062 -0.1910
H 0.5762 2.4774 -2.5615 0.1546
H -0.9178 -2.5400 0.4226 -0.0012
O 1.9928 -2.1724 -2.1938 -0.2845
H 4.8479 0.1907 -4.7401 0.0728
O -2.1001 -5.6205 3.2218 -0.2140
C 4.2785 5.3743 5.6837 -0.1131
H 4.3873 2.7477 3.8590 0.0915
H 5.7224 1.4084 3.8846 0.1137
H -4.2209 -8.2415 3.2392 0.1246
C -12.3785 1.5681 -5.1828 -0.1091
H -1.0589 -6.4287 4.8440 0.0874
C 3.3430 -5.4103 -0.4264 -0.1283
N 1.3577 2.1428 -1.9194 0.0383
H -4.6033 -1.7132 3.6048 0.1034
H 2.6107 0.3092 -1.8006 0.0979
H 1.8591 -4.3102 -2.4589 0.1346
C 1.9355 2.6794 0.5777 -0.1186
H -0.2652 0.3172 -3.3345 0.1242
H 7.3026 4.7438 4.9192 0.1094
H 2.8678 -3.3768 0.4959 0.0570
C 3.8689 -0.3086 -4.3159 -0.2753
H 7.6627 5.1276 7.3720 0.1278
H 2.7257 -5.9560 -1.2666 0.0726
H -13.1128 2.3718 -5.2807 0.0911
C -3.4622 -1.9268 3.7635 -0.0031
H 0.3349 4.3313 -1.1789 0.1502
H 5.4647 5.4906 8.3724 0.0820
C -4.5434 3.8935 -0.7301 -0.0160
H -11.2801 3.1517 -2.9613 0.0875
H -0.4224 2.0627 1.8425 0.1392
C 9.5842 -2.7011 -5.2476 -0.1067
H -1.5653 -3.3472 -1.1548 0.0438
H -0.3259 0.0485 3.2395 0.1318
C -10.4415 0.7279 -2.6274 -0.1925
H 4.0850 3.3717 0.2711 0.1491
C -2.5487 -1.2379 -3.0244 -0.1994
C 6.6374 5.4177 5.4697 -0.1986
O -12.5188 0.9897 -3.8901 -0.1928
H 3.7216 1.8761 -0.7986 0.1205
N -0.5337 0.0667 -1.2127 -0.1925
H 7.3524 -1.3685 -1.5689 0.0819
C 0.7778 2.1944 -0.5147 -0.3175
H 4.1177 -0.6230 -3.2012 0.0492
H -10.9583 -0.2649 -4.4975 0.1248
H -3.7353 -1.3541 -3.0886 0.0617
H -9.8934 3.2735 -1.8354 0.0811
H 2.8924 -5.7619 0.6137 0.0807
H -4.1205 2.2389 -4.1957 0.1023
C -0.9262 -5.7238 4.0191 -0.1078
H -3.3316 -2.6740 4.6563 0.0979
H -0.0200 -2.4638 -2.7980 0.1125
H -10.9344 1.0817 -1.7127 0.1271
C -1.1418 0.0133 2.3686 -0.2466
C -1.8001 -2.5256 -0.3456 -0.2051
O 5.4914 4.6487 5.8501 -0.2182
```

Summary:
Charge: +1
HOMO energy in eV: -10.734


Record 2
Computed, not measured: a cluster of 10 separate species, C22H64N2O10 in total at a distorted geometry, with ωB97M-V/def2-TZVPD.

The geometry in XYZ format:
```
98
Properties=species:S:1:pos:R:3:lowdin_charge:R:1
H -6.7750 -3.5070 -25.6260 0.0612
H -7.8330 3.4940 -24.3960 0.0529
H -5.6340 -2.2350 -28.4370 0.0436
C -5.9720 -0.0920 -26.3800 -0.1504
H -1.1450 -1.6670 -24.5210 0.0716
H -5.8230 -0.3280 -27.4900 0.1009
H -9.1800 -4.6020 -27.0300 0.1412
H -9.3090 -0.5000 -22.8940 0.0589
O -8.5510 -5.3620 -25.4130 0.0006
H -4.4630 -2.7900 -29.6690 0.0966
H -5.0490 0.2230 -25.9820 0.0429
H -5.8940 -2.5300 -23.5140 0.0887
H -8.3530 -2.6920 -25.5710 0.0426
H -8.5760 2.5910 -23.0860 0.0844
H -9.4090 2.6830 -24.6870 0.0566
H -0.7210 -0.0550 -28.3410 0.0577
H -6.8150 4.5940 -25.7670 0.1101
H -2.9530 -2.2990 -21.3090 0.0815
H -4.7180 3.5730 -25.7850 0.1591
H -1.5190 -2.0420 -27.4820 0.0256
C -3.0310 -1.8680 -23.4070 -0.6739
H -0.3690 1.6090 -28.3190 0.0883
H -8.6780 0.7360 -21.3790 0.1013
H -1.6610 1.7370 -24.8920 0.1437
H -10.4440 4.0700 -23.5970 0.0831
H -3.6600 -1.0080 -27.9130 0.1087
H -2.1660 -3.4930 -28.2530 0.0997
H -7.8750 4.4230 -27.8660 0.0729
H -6.1460 5.9510 -27.6580 0.0819
H -5.2940 0.7420 -22.2570 0.0805
H -0.9860 -1.3240 -22.8760 0.0857
H -3.4960 -1.4110 -25.0030 0.0338
C -6.0640 0.5180 -22.9740 -0.0202
C -2.1650 -2.3900 -28.1790 -0.0174
H -5.0420 5.9730 -26.3120 0.0746
C -8.2540 -4.6720 -26.4420 -0.6197
H -5.7490 -0.2220 -23.6290 0.0210
H -3.3470 -2.8380 -23.6640 0.1139
H -8.8780 0.4350 -26.5400 0.0952
H -1.9380 -1.8580 -29.1050 0.0900
H -8.1220 -1.1730 -24.0090 0.0643
H -6.0970 -3.3440 -21.8940 0.0671
H -5.6850 -4.3010 -23.3040 0.0700
H -11.4340 -1.8440 -26.2500 0.1466
H -6.4370 1.7730 -26.3100 0.0565
O -3.5730 -1.0410 -24.1540 0.0237
H -3.0260 0.8850 -28.1110 0.0711
H -6.8640 3.0900 -28.2790 0.0916
H -9.1020 -1.2480 -26.3740 0.0820
C -1.6990 1.1220 -26.6360 -0.6358
H 0.3420 0.4590 -26.9930 0.0919
H -7.3650 -2.6980 -27.0710 0.0797
C -7.3790 0.0690 -22.3740 -0.6117
O -10.9450 1.4920 -26.3560 -0.1517
C -7.6610 -3.2570 -26.1660 -0.0345
C -2.9320 1.6490 -27.3200 -0.0333
H -3.6690 -3.1920 -26.3500 0.1176
H -7.8200 -4.5230 -22.6120 0.0847
H -4.9000 -3.7580 -28.1930 0.0606
C -5.3960 5.3570 -27.1280 -0.0016
H -8.0250 3.0300 -27.0540 0.0639
C -4.7020 -2.7700 -28.5830 -0.0053
H -6.1020 1.4350 -23.5120 0.0714
O -9.5160 4.3470 -23.5000 -0.1213
H -9.3330 -5.0440 -24.8800 0.1511
N -11.5290 -0.8050 -26.0550 0.1417
H -4.4580 -1.6770 -21.7090 0.0537
C -7.2850 -5.4590 -27.2410 -0.0485
H -1.1520 -2.9850 -23.4100 0.0648
C -10.6510 0.1160 -26.2590 -0.6659
H -7.5850 -6.5060 -27.4480 0.1062
O -7.7860 0.9360 -21.5850 0.0327
H -7.0400 -4.8940 -28.1090 0.0672
H -4.5870 4.9320 -27.7700 0.0976
O -6.9530 0.9130 -26.2700 -0.1486
C -6.2220 4.1920 -26.5290 -0.6699
C -3.4180 -1.6100 -21.9980 -0.0413
H -7.1970 -0.8420 -21.7510 0.1400
H -12.4980 -0.4800 -25.8860 0.1301
C -8.4530 -0.2910 -23.4220 -0.0097
O -1.2040 1.8610 -25.7530 0.0173
H -6.1850 -1.0910 -25.9370 0.0708
H -2.8900 2.5110 -28.0140 0.0978
H -2.0180 0.1830 -26.1320 0.1247
H -6.3810 -5.5300 -26.7260 0.0576
C -3.5870 -2.0770 -27.7090 -0.6048
H -3.0690 -0.5900 -21.6690 0.1103
H -3.8810 1.6170 -26.8200 0.0382
C -1.5190 -2.0050 -23.5540 -0.0158
N -9.4930 -0.3310 -26.3240 0.1839
O -7.6640 -3.6580 -23.0250 -0.1464
O -5.5350 3.2470 -26.2120 -0.0010
C -6.2310 -3.4590 -22.9460 -0.1355
C -7.2740 3.6590 -27.4730 -0.0203
H -8.6120 0.4480 -24.2040 0.0533
C -8.7940 3.2310 -23.9960 -0.1453
O -3.8060 -2.2820 -26.4930 0.0204
C -0.5280 0.7690 -27.6100 -0.0235
```

Summary:
Charge: 0
HOMO energy in eV: -8.855
SMILES: NC(N)=O.CC(C)O.CC(C)O.CC(C)O.CC(C)O.CC(C)O.CC(C)O.CO.CO.CO
ΔE to the lowest compared entry with this formula, charge and spin in kcal/mol: 205.1


Record 3
Computed, not measured: a structure of composition C8H21ClI2NOsP2 at a distorted geometry, with ωB97M-V/def2-TZVPD.

The geometry in XYZ format:
```
36
Properties=species:S:1:pos:R:3:lowdin_spin:R:1
P 1.5704 -1.2396 -0.7325 0.1212
Cl 1.7118 1.1138 1.9673 0.1326
N 0.9418 1.7306 -0.6187 0.0391
H -0.6005 2.9449 2.1174 0.0009
H 3.4180 0.1228 -1.5523 0.0001
H 3.9366 -1.5015 -1.0690 0.0096
I -1.9057 -1.5904 -1.5297 1.0410
H -1.7488 0.1027 2.9295 0.0011
H 3.4791 3.5225 -0.9886 0.0014
C -2.4617 0.4899 2.2055 0.0170
Os 0.2315 0.1605 0.2385 1.0673
C 1.8673 -2.7445 0.2326 0.0190
C 1.5681 2.6951 -0.7666 0.0169
H 0.4925 -2.4375 -2.5542 0.0136
C -3.0212 1.4894 -0.4653 0.0393
C 2.4484 3.8155 -0.7808 0.0026
H 3.6458 -0.2678 0.1806 0.0008
H -3.4580 0.5205 -0.7486 0.0138
H 2.8526 -3.1580 0.0161 0.0050
H -3.1508 -0.3011 1.9176 0.0003
H -2.3332 3.2042 1.8032 0.0091
C -1.3842 2.8792 1.3528 0.0545
H -2.5979 1.9776 -1.3584 0.0182
H 1.8281 -2.5503 1.3020 0.0014
H -3.7997 2.1312 -0.0445 0.0004
H 1.1354 -3.5080 -0.0230 0.0002
C 1.4053 -1.8275 -2.4828 0.0375
H -3.0470 1.2600 2.7080 0.0045
H 2.2643 -2.4181 -2.8138 0.0003
P -1.6417 1.1708 0.7381 0.1197
H 1.3058 -0.9440 -3.1342 0.0179
H -1.1503 3.5595 0.5284 0.0003
H 2.1777 4.4868 -1.5958 0.0000
H 2.3851 4.4336 0.1288 0.0003
C 3.3044 -0.6482 -0.7875 0.0569
I -0.6013 0.8762 -2.7227 1.1364
```

Summary:
Multiplicity: 5
Charge: +3
HOMO energy (spin up / spin down) in eV: -19.592 / -20.081
<S²>: 6.043


Record 4
Computed, not measured: a structure of composition C6H15FeINO2 at a distorted geometry, with ωB97M-V/def2-TZVPD.

The geometry in XYZ format:
```
26
Properties=species:S:1:pos:R:3:lowdin_spin:R:1
H 0.0318 -0.1017 2.3608 0.0000
H 2.3582 -1.8958 -0.7590 0.0003
H -0.3663 -2.4008 -3.0655 0.0000
Fe 5.0918 0.8594 -3.0816 4.6969
H 2.4435 -0.4598 1.2898 0.0000
C 1.4286 -1.4741 -0.3766 0.0002
H -3.8202 1.2243 1.0315 0.0000
H 0.9771 -2.1487 0.3508 0.0000
H 1.0437 1.5772 1.1113 0.0004
C -1.4886 1.1666 1.6935 0.0000
H -3.6217 2.3232 -0.3764 0.0000
H 1.0353 -3.0997 -2.3324 0.0000
H -0.8575 -0.6943 0.9891 0.0000
C 0.1381 -2.5232 -2.1070 0.0001
C 1.8624 -0.2244 0.3982 0.0003
H -1.1608 2.0277 2.2759 0.0000
C -3.2155 2.0147 0.5869 0.0000
C -0.3372 0.1822 1.3752 0.0001
H -2.2166 0.5856 2.2598 0.0000
N 0.7534 0.7526 0.6055 0.0013
O 0.6453 -1.3149 -1.5785 0.0014
H -3.2313 2.7874 1.3556 0.0000
H 2.5294 0.3517 -0.2431 -0.0005
H -0.5352 -3.1442 -1.5161 0.0000
O -1.8805 1.6132 0.4516 0.0003
I 2.3931 2.0157 -2.6991 0.2990
```

Summary:
Multiplicity: 6
Charge: 0
HOMO energy (spin up / spin down) in eV: -7.944 / -8.379
<S²>: 8.757
ΔE to the lowest compared entry with this formula, charge and spin in kcal/mol: 3.1